Computed, not measured: a structure of composition C29H20F15GeN4O5STa, with ωB97M-V/def2-TZVPD.

Last column: Löwdin charge in e.
CARTESIAN COORDINATES (ANGSTROEM)
Ta 0.670 -1.513 0.774  1.58
C 5.600 -2.011 3.092  0.03
O 4.790 -1.722 1.919  0.08
C 3.504 -1.777 1.975  -0.53
O 2.834 -1.532 0.951  -0.12
N 2.858 -2.095 3.116  0.09
N 1.462 -2.049 3.027  0.01
H 6.624 -1.899 2.757  0.12
H 5.428 -3.036 3.417  0.11
H 5.388 -1.286 3.877  0.11
H 3.307 -2.225 4.010  0.17
H 1.085 -1.342 3.659  0.13
H 1.066 -2.950 3.292  0.14
C -4.049 -0.265 -1.779  -0.05
C -4.315 -1.763 -1.790  -0.15
C -3.581 -2.526 -0.670  -0.30
C -3.932 -4.038 -0.746  -0.14
C -3.240 -4.893 0.308  -0.06
C -4.080 -2.024 0.677  -0.35
O -5.225 -1.931 0.982  0.20
N -3.092 -1.692 1.674  0.28
C -1.807 -1.685 1.390  -0.51
O -0.858 -1.363 2.221  -0.13
N -1.298 -1.998 0.204  -0.01
C -2.081 -2.399 -0.897  -0.41
O -1.543 -2.656 -1.935  0.15
H -4.563 0.218 -2.609  0.10
H -2.981 -0.044 -1.887  0.08
H -4.420 0.192 -0.858  0.07
H -3.990 -2.205 -2.732  0.13
H -5.381 -1.961 -1.677  0.14
H -3.659 -4.370 -1.748  0.13
H -5.015 -4.117 -0.650  0.14
H -2.150 -4.829 0.231  0.07
H -3.504 -5.941 0.174  0.09
H -3.538 -4.616 1.322  0.08
H -3.426 -1.375 2.578  0.19
F 3.942 2.822 -1.395  0.11
C 3.228 2.804 -2.528  -0.21
C 1.883 2.472 -2.494  -0.17
C 1.212 2.386 -3.706  -0.23
F -0.068 1.993 -3.714  0.10
C 1.826 2.672 -4.909  -0.13
F 1.162 2.587 -6.048  0.16
C 3.167 3.038 -4.905  -0.11
F 3.773 3.310 -6.040  0.18
C 3.876 3.099 -3.713  -0.13
F 5.158 3.423 -3.719  0.16
Ge 0.945 2.000 -0.890  0.88
S 1.005 -0.280 -1.111  0.46
C -0.891 2.585 -0.749  -0.13
C -1.423 3.620 -1.507  -0.20
F -0.655 4.277 -2.371  0.13
C -2.746 4.015 -1.379  -0.12
F -3.227 4.998 -2.113  0.17
C -3.564 3.372 -0.460  -0.12
F -4.823 3.731 -0.329  0.18
C -3.053 2.351 0.330  -0.15
F -3.824 1.728 1.219  0.13
C -1.736 1.989 0.169  -0.21
F -1.248 1.003 0.969  0.03
C 1.836 2.471 0.780  -0.12
C 1.959 1.688 1.901  -0.17
F 1.323 0.456 1.994  -0.07
C 2.652 2.053 3.033  -0.13
F 2.742 1.212 4.067  0.12
C 3.245 3.306 3.077  -0.11
F 3.912 3.681 4.147  0.18
C 3.109 4.162 1.991  -0.12
F 3.645 5.363 2.030  0.18
C 2.406 3.734 0.876  -0.21
F 2.267 4.579 -0.142  0.13
C 1.015 -3.482 0.107  -0.22
H 0.432 -4.187 0.712  0.04
H 2.058 -3.788 0.078  0.04
H 0.593 -3.526 -0.906  0.03

## Properties
**Electronic energy**: -156246.900 eV
**Energy relative to the best compared isomer or geometry (same formula, charge and spin)**: 0.000 eV
**HOMO energy**: -14.1 eV
**Multiplicity**: 1
**Total charge**: +2

Computed, not measured: a cluster of 5 separate species, C7H15NO3S in total, with ωB97M-V/def2-TZVPD.

Last column: Löwdin charge in e.
CARTESIAN COORDINATES (ANGSTROEM)
C 3.705 0.280 -0.830  -0.19
C 3.030 -0.966 -0.190  -0.45
C 0.319 -0.295 -0.149  -0.53
C -0.143 1.185 -0.565  -0.42
C -1.748 1.125 -0.428  -0.28
C -2.143 -0.206 -0.807  -0.36
C -1.127 -0.983 0.099  -0.40
H 3.811 0.928 -0.073  -0.01
H 3.129 0.856 -1.720  0.12
H 4.556 -0.027 -1.410  0.06
H 3.797 -1.303 0.586  0.08
H 2.797 -1.707 -1.026  0.10
H 0.582 -0.804 -1.030  0.08
H 0.255 1.392 -1.559  0.11
H 0.424 3.353 -0.507  0.22
H 1.878 1.616 0.300  0.17
H -2.195 1.931 -0.982  0.14
H -0.699 1.440 1.521  0.27
H -1.816 -0.541 -1.792  0.17
H -3.508 -1.404 -0.231  0.07
H -1.478 -0.922 1.242  0.14
H -1.543 -2.684 1.393  0.36
N 0.528 2.212 0.271  -0.11
O -1.968 1.436 1.030  -0.17
O -3.365 -0.493 -0.299  0.05
O -1.081 -2.405 -0.120  -0.14
S 1.642 -0.422 0.983  0.91

## Properties
**Electronic energy**: -25958.601 eV
**Energy relative to the best compared isomer or geometry (same formula, charge and spin)**: 10.946 eV
**HOMO energy**: -8.9 eV
**Multiplicity**: 1

Computed, not measured: a structure of composition C13H9FeNO4, with ωB97M-V/def2-TZVPD.

Last column: Mulliken spin population.
CARTESIAN COORDINATES (ANGSTROEM)
Fe 0.991 0.370 -0.040  2.35
O 0.608 -2.481 -0.296  0.00
C 0.780 -1.367 -0.141  0.10
C 0.004 1.779 0.169  0.12
O -0.584 2.759 0.375  0.02
C 0.076 -0.011 1.490  0.13
O -0.635 -0.366 2.332  -0.03
C 0.009 0.259 -1.528  0.15
O -0.816 0.025 -2.307  0.03
C -3.637 -1.497 -0.350  0.00
H -3.390 -1.978 -1.277  0.00
H -3.444 -2.133 0.491  0.00
C -3.778 -0.193 -0.217  0.00
H -3.591 0.287 0.730  0.00
H -3.562 0.495 -1.019  0.00
N 2.633 0.651 0.292  -0.27
C 3.776 0.792 0.432  0.39
C 5.105 1.064 0.463  -0.02
C 5.762 1.173 -0.764  0.24
C 7.112 1.461 -0.713  0.26
C 7.751 1.636 0.519  0.01
C 7.043 1.536 1.720  0.28
C 5.691 1.247 1.713  0.26
H 5.170 1.025 -1.686  -0.01
H 7.637 1.537 -1.660  0.00
H 8.807 1.851 0.541  0.01
H 7.510 1.673 2.691  0.00
H 5.044 1.150 2.603  -0.01

## Properties
**Electronic energy**: -57668.246 eV
**⟨S²⟩**: 6.092
**Energy relative to the best compared isomer or geometry (same formula, charge and spin)**: 3.480 eV
**HOMO energy (alpha / beta)**: -13.5 / -14.3 eV
**Multiplicity**: 5
**Total charge**: +2

Computed, not measured: a cluster of 2 separate species, C8H16Si in total, with ωB97M-V/def2-TZVPD.

Last column: Löwdin charge in e.
CARTESIAN COORDINATES (ANGSTROEM)
C 0.874 -3.706 0.932  -0.16
C 0.307 -2.783 0.444  -0.19
C 1.934 0.798 -0.559  -0.12
C 0.105 2.385 0.249  -0.12
C 0.763 0.514 1.615  -0.15
C -0.922 -0.669 -2.402  -0.19
C -2.291 -0.509 0.474  -0.17
C 0.580 0.924 0.197  -0.68
Si -0.661 -0.439 -0.551  0.86
H 1.268 -4.622 1.455  0.02
H 2.243 -0.280 -0.658  0.08
H 1.857 1.246 -1.644  0.11
H 2.810 1.316 -0.131  0.08
H 0.695 3.081 1.036  0.13
H -0.861 2.377 0.805  0.06
H 0.015 2.932 -0.720  0.08
H 0.565 -0.562 1.647  0.03
H 1.777 0.729 1.950  0.09
H 0.026 1.013 2.258  0.09
H -1.234 0.234 -2.766  -0.02
H -0.134 -1.293 -2.985  0.08
H -1.890 -1.250 -2.467  0.05
H -2.892 -1.092 -0.136  -0.01
H -2.293 -0.885 1.475  0.03
H -2.641 0.541 0.482  0.04

## Properties
**Electronic energy**: -16428.551 eV
**Energy relative to the best compared isomer or geometry (same formula, charge and spin)**: 5.022 eV
**HOMO energy**: -9.1 eV
**Multiplicity**: 1

Copy entry 4 word for word.
Computed, not measured: a cluster of 2 separate species, C8H16Si in total, with ωB97M-V/def2-TZVPD.

Last column: Löwdin charge in e.
CARTESIAN COORDINATES (ANGSTROEM)
C 0.874 -3.706 0.932  -0.16
C 0.307 -2.783 0.444  -0.19
C 1.934 0.798 -0.559  -0.12
C 0.105 2.385 0.249  -0.12
C 0.763 0.514 1.615  -0.15
C -0.922 -0.669 -2.402  -0.19
C -2.291 -0.509 0.474  -0.17
C 0.580 0.924 0.197  -0.68
Si -0.661 -0.439 -0.551  0.86
H 1.268 -4.622 1.455  0.02
H 2.243 -0.280 -0.658  0.08
H 1.857 1.246 -1.644  0.11
H 2.810 1.316 -0.131  0.08
H 0.695 3.081 1.036  0.13
H -0.861 2.377 0.805  0.06
H 0.015 2.932 -0.720  0.08
H 0.565 -0.562 1.647  0.03
H 1.777 0.729 1.950  0.09
H 0.026 1.013 2.258  0.09
H -1.234 0.234 -2.766  -0.02
H -0.134 -1.293 -2.985  0.08
H -1.890 -1.250 -2.467  0.05
H -2.892 -1.092 -0.136  -0.01
H -2.293 -0.885 1.475  0.03
H -2.641 0.541 0.482  0.04

## Properties
**Electronic energy**: -16428.551 eV
**Energy relative to the best compared isomer or geometry (same formula, charge and spin)**: 5.022 eV
**HOMO energy**: -9.1 eV
**Multiplicity**: 1